{"formula": "C6H14N3OPtS2", "method": "ωB97M-V/def2-TZVPD", "spin_multiplicity": 1, "relative_energy_ev": 0.424, "homo_energy_ev": [-22.67, -22.67], "lumo_ev": [-15.66, -15.66], "energy_ha": -1390.953650, "charge": 3, "elements": ["Pt", "C", "C", "N", "C", "C", "S", "C", "C", "N", "H", "H", "H", "H", "H", "H", "H", "H", "H", "H", "H", "H", "H", "H", "O", "S", "N"], "xyz": [[-0.119189, -0.207230, 1.517904], [1.183070, -0.721803, -1.039412], [0.289794, -1.917421, -0.662405], [-0.883813, -1.449983, 0.191952], [-2.074298, -0.792477, -0.466177], [-1.755611, 0.573494, -1.051443], [-0.942653, 1.609280, 0.241115], [0.601834, 2.241755, -0.552638], [1.794090, 1.523417, 0.060732], [1.471214, 0.067956, 0.223744], [2.121241, -1.086315, -1.465657], [0.745146, -0.046193, -1.765461], [-0.069527, -2.469019, -1.534023], [0.842275, -2.624916, -0.038445], [-1.249139, -2.252256, 0.721874], [-2.483311, -1.457752, -1.232849], [-2.832866, -0.708650, 0.317010], [-1.152646, 0.582746, -1.955907], [-2.708010, 1.058995, -1.293498], [0.488674, 2.152549, -1.633792], [0.662541, 3.309856, -0.322998], [2.710550, 1.658653, -0.524123], [2.004707, 1.904711, 1.063514], [2.278793, -0.351207, 0.698708], [0.473278, 0.763669, 3.392821], [-0.386988, -0.247482, 4.100225], [-1.009145, -1.114371, 3.009221]], "atomic_forces_ev_per_a": [[0.7331, 1.0747, 0.4030], [0.0390, -0.2936, 0.3724], [-0.1044, 0.2836, -0.0390], [0.0089, -0.2773, -0.9314], [-0.0264, -0.2512, -0.0274], [-0.2863, 0.0712, -0.0250], [0.5101, -0.7833, 0.2867], [0.1303, 0.2710, 0.0425], [-0.0350, 0.0431, -0.0826], [0.0718, 0.1095, -0.4655], [-0.0096, 0.0162, 0.0670], [-0.0637, -0.0997, -0.0184], [-0.0300, 0.1315, -0.0411], [0.0034, 0.0061, -0.0585], [0.0545, -0.0222, -0.1463], [0.1147, 0.0615, -0.0635], [0.0118, 0.0076, -0.0633], [0.0437, -0.0939, 0.0561], [0.0838, 0.1640, 0.0978], [0.0058, -0.1535, 0.0202], [-0.1707, -0.0278, 0.0616], [-0.1458, -0.0438, -0.1237], [-0.0431, 0.0215, -0.0542], [-0.0938, -0.1183, 0.0060], [-0.1374, 0.1999, -0.7018], [-0.0674, -0.4194, 0.8449], [-0.5973, 0.1224, 0.5833]], "lowdin_charge": [1.278, -0.094, -0.076, -0.202, -0.168, -0.304, 1.136, -0.290, -0.175, -0.176, 0.168, 0.109, 0.164, 0.149, 0.153, 0.168, 0.148, 0.101, 0.134, 0.115, 0.129, 0.170, 0.142, 0.172, -0.552, 1.068, -0.467]}